(1)
Computed, not measured: a cluster of 2 separate species, C4H7NS in total, with wB97M-V/def2-TZVPD.

Electronic energy ... -16580.8938 eV
Spin multiplicity ... 1
Frontier orbital gap ... 7.818 eV
Relative energy (zero: lowest compared OMol25 entry of this formula, charge and spin) ... 582.54 kJ/mol

Element x y z (Å)
C1 -0.84 0.25 -0.18
C2 -1.54 -0.44 -1.06
C3 1.72 -0.66 0.56
C4 -0.42 0.34 1.12
N1 -0.49 1.49 0.36
S1 2.25 0.32 -0.76
H1 -1.67 -1.55 -0.97
H2 -2.06 0.06 -1.85
H3 2.42 -0.73 1.44
H4 1.43 -1.62 0.12
H5 -0.70 0.06 2.08
H6 -1.10 2.30 0.42
H7 1.01 0.18 -1.28


(2)
Computed, not measured: the molecule C5H10O, with wB97M-V/def2-TZVPD.

Electronic energy ... -7391.6828 eV
Spin multiplicity ... 1
Frontier orbital gap ... 9.624 eV
Relative energy (zero: lowest compared OMol25 entry of this formula, charge and spin) ... 297.42 kJ/mol

Element x y z (Å)
C1 2.21 0.17 1.27
C2 1.05 -0.02 0.33
C3 -1.01 -0.05 -1.48
C4 -1.99 -0.62 -0.52
C5 -1.20 0.45 0.14
O1 -0.07 0.57 0.91
H1 2.48 1.23 1.33
H2 3.06 -0.41 0.91
H3 1.92 -0.18 2.26
H4 1.23 0.42 -0.67
H5 -1.17 0.69 -2.25
H6 -0.29 -0.81 -1.85
H7 -1.96 -1.68 -0.29
H8 -2.98 -0.20 -0.63
H9 0.82 -1.08 0.18
H10 -1.89 1.18 0.61


(3)
Computed, not measured: a cluster of 2 separate species, C4H13N3 in total, with wB97M-V/def2-TZVPD.

Electronic energy ... -8808.6751 eV
Spin multiplicity ... 1
Frontier orbital gap ... 6.223 eV
Relative energy (zero: lowest compared OMol25 entry of this formula, charge and spin) ... 472.96 kJ/mol
Total charge ... +2

Element x y z (Å)
C1 -1.34 -1.15 2.66
C2 -0.20 -1.69 0.71
C3 1.80 2.39 -3.03
C4 1.19 1.13 -2.88
N1 -1.08 -2.19 1.74
N2 -1.20 0.10 1.78
N3 -0.14 -0.22 0.87
H1 -2.32 -1.22 3.14
H2 -0.56 -1.09 3.43
H3 0.80 -2.12 0.80
H4 -0.59 -1.93 -0.29
H5 2.62 2.61 -2.34
H6 2.23 2.41 -4.05
H7 1.08 3.21 -3.16
H8 0.26 0.91 -3.38
H9 1.63 0.35 -2.28
H10 -1.86 -2.76 1.44
H11 -2.07 0.24 1.23
H12 -1.02 0.97 2.31
H13 0.75 0.05 1.29


(4)
Computed, not measured: a cluster of 3 separate species, C26H48ClN5O3P in total, with wB97M-V/def2-TZVPD.

Electronic energy ... -63130.1977 eV
Spin multiplicity ... 1
Frontier orbital gap ... 7.989 eV
Relative energy (zero: lowest compared OMol25 entry of this formula, charge and spin) ... 711.40 kJ/mol
Total charge ... +1

Element x y z (Å)
C1 -4.15 3.57 -0.48
C2 -3.43 2.50 -1.42
C3 -4.19 2.08 -2.73
C4 -3.66 1.04 -3.74
C5 -2.26 0.41 -3.45
C6 -1.50 0.86 -2.18
C7 -2.02 1.87 -1.12
C8 -1.19 2.31 0.20
N1 0.19 2.58 -0.24
C9 1.44 1.88 -0.29
N2 1.63 0.60 0.08
C10 3.07 0.12 -0.03
C11 3.97 0.74 1.16
O1 5.11 0.23 1.35
O2 3.54 1.78 2.02
P1 0.47 -0.58 0.67
N3 0.85 -2.12 0.31
N4 2.48 2.73 -0.80
C12 1.90 4.01 -1.13
Cl1 2.73 5.45 -1.83
N5 0.52 3.81 -0.77
C13 -0.34 5.00 -1.03
C14 -0.28 5.93 0.31
O3 -1.56 6.00 0.98
H1 -3.75 3.61 0.58
H2 -5.25 3.23 -0.39
H3 -4.21 4.62 -0.97
H4 -5.21 2.56 -2.96
H5 -4.29 0.79 -4.66
H6 -1.85 -0.35 -4.19
H7 -0.47 0.38 -1.99
H8 -1.71 3.28 0.55
H9 -1.30 1.57 1.06
H10 3.17 -1.01 0.07
H11 3.53 0.39 -1.05
H12 4.29 2.43 2.07
H13 0.47 -0.50 2.11
H14 -0.86 -0.40 0.11
H15 0.99 -2.63 1.20
H16 -1.43 4.66 -1.23
H17 -0.03 5.61 -1.94
H18 0.44 5.40 1.05
H19 0.17 6.96 0.11
H20 -1.44 6.71 1.65
C15 2.72 -1.67 4.50
C16 2.91 -0.18 4.76
C17 4.06 0.12 5.72
C18 3.90 -0.45 7.14
C19 2.64 0.00 7.88
C20 2.58 1.51 8.12
H21 2.46 -2.21 5.41
H22 1.91 -1.82 3.78
H23 3.63 -2.11 4.09
H24 1.98 0.25 5.14
H25 3.12 0.31 3.81
H26 4.20 1.20 5.78
H27 4.99 -0.28 5.30
H28 4.78 -0.16 7.73
H29 3.91 -1.54 7.10
H30 2.61 -0.50 8.85
H31 1.74 -0.32 7.34
H32 3.45 1.84 8.69
H33 1.68 1.77 8.68
H34 2.55 2.06 7.18
C21 -2.00 -6.80 -6.70
C22 -3.11 -5.99 -6.04
C23 -2.90 -4.48 -6.13
C24 -1.65 -3.95 -5.43
C25 -1.55 -4.28 -3.93
C26 -2.68 -3.66 -3.11
H35 -1.04 -6.63 -6.21
H36 -2.22 -7.87 -6.64
H37 -1.91 -6.54 -7.76
H38 -3.22 -6.30 -5.00
H39 -4.06 -6.24 -6.53
H40 -3.79 -3.98 -5.73
H41 -2.85 -4.19 -7.19
H42 -1.61 -2.87 -5.56
H43 -0.76 -4.34 -5.93
H44 -0.60 -3.89 -3.56
H45 -1.53 -5.36 -3.78
H46 -2.69 -2.57 -3.22
H47 -2.54 -3.89 -2.05
H48 -3.65 -4.05 -3.41


(5)
Computed, not measured: a cluster of 6 separate species, C18H48O6 in total, with wB97M-V/def2-TZVPD.

Electronic energy ... -31727.8503 eV
Spin multiplicity ... 1
Frontier orbital gap ... 9.897 eV
Relative energy (zero: lowest compared OMol25 entry of this formula, charge and spin) ... 173.62 kJ/mol

Element x y z (Å)
C1 -30.05 15.76 35.82
C2 -31.27 15.14 35.08
C3 -32.11 14.20 35.96
O1 -32.03 16.22 34.59
H1 -30.41 16.09 36.80
H2 -29.55 16.61 35.37
H3 -29.41 14.92 36.11
H4 -30.84 14.55 34.26
H5 -31.55 13.43 36.50
H6 -32.70 13.63 35.25
H7 -32.80 14.71 36.63
H8 -32.26 16.80 35.33
C4 -26.73 16.95 32.55
C5 -27.54 18.13 33.07
C6 -26.63 19.40 33.29
O2 -28.48 18.55 32.12
H9 -27.38 16.37 31.90
H10 -26.24 16.32 33.30
H11 -25.94 17.21 31.85
H12 -27.99 17.71 33.97
H13 -26.04 19.29 34.20
H14 -27.20 20.31 33.49
H15 -25.95 19.65 32.47
H16 -29.15 17.87 31.99
C7 -29.36 20.83 29.00
C8 -27.95 20.87 29.57
C9 -27.79 21.66 30.84
O3 -27.41 19.62 29.79
H17 -29.92 20.03 29.48
H18 -29.16 20.60 27.96
H19 -29.91 21.77 28.99
H20 -27.30 21.31 28.82
H21 -26.82 21.59 31.33
H22 -28.44 21.30 31.64
H23 -28.04 22.71 30.68
H24 -27.76 19.29 30.62
C10 -35.86 19.04 26.89
C11 -35.89 17.56 26.96
C12 -35.27 17.09 28.32
O4 -37.19 17.05 26.80
H25 -35.98 19.44 25.89
H26 -34.86 19.41 27.10
H27 -36.54 19.47 27.63
H28 -35.35 17.05 26.17
H29 -35.74 17.44 29.24
H30 -34.27 17.52 28.27
H31 -35.17 16.01 28.36
H32 -37.11 16.09 26.79
C13 -32.06 18.33 31.77
C14 -31.63 16.91 31.28
C15 -31.03 16.88 29.90
O5 -30.64 16.57 32.17
H33 -32.97 18.67 31.27
H34 -31.28 19.04 31.51
H35 -32.26 18.44 32.84
H36 -32.45 16.22 31.42
H37 -31.83 17.03 29.18
H38 -30.67 15.86 29.73
H39 -30.31 17.67 29.67
H40 -31.04 16.44 33.04
C16 -27.25 11.68 29.96
C17 -28.73 12.01 29.96
C18 -29.10 13.53 29.91
O6 -29.30 11.43 28.89
H41 -27.07 10.61 29.93
H42 -26.82 11.97 30.92
H43 -26.63 12.10 29.18
H44 -29.22 11.54 30.81
H45 -28.67 14.11 30.73
H46 -30.16 13.76 29.98
H47 -28.65 13.99 29.03
H48 -30.25 11.38 28.98


(6)
Computed, not measured: a structure of composition C9H4Cl3CoNO5Te4, with wB97M-V/def2-TZVPD.

Electronic energy ... -125490.4899 eV
Spin multiplicity ... 5
Frontier orbital gap (alpha / beta) ... 6.431 / 5.083 eV
Relative energy (zero: lowest compared OMol25 entry of this formula, charge and spin) ... 0.00 kJ/mol
<S²> ... 6.0199
Total charge ... -1

Element x y z (Å)
Co1 -0.89 -0.39 -1.81
Cl1 4.02 -0.59 -1.25
C1 2.81 -0.48 -0.01
C2 3.22 -0.41 1.33
C3 2.32 -0.31 2.35
Cl2 2.87 -0.21 4.00
C4 0.93 -0.28 2.07
C5 -0.10 -0.15 3.03
C6 -1.40 -0.13 2.63
C7 -1.70 -0.23 1.26
N1 -0.77 -0.36 0.35
C8 0.53 -0.37 0.73
C9 1.47 -0.44 -0.37
O1 1.02 -0.47 -1.58
H1 4.28 -0.43 1.55
H2 0.16 -0.07 4.08
H3 -2.21 -0.02 3.35
H4 -2.73 -0.19 0.91
Te1 -0.89 0.28 -4.45
Te2 -2.00 -1.66 -5.75
Te3 -2.20 -3.72 -4.01
Te4 -2.32 -2.59 -1.59
O2 -2.24 3.70 -1.47
Cl3 -1.27 2.67 -1.36
O3 -0.60 2.73 -0.09
O4 -0.32 2.71 -2.44
O5 -1.98 1.37 -1.44


(7)
Computed, not measured: the molecule C4H6O2, with wB97M-V/def2-TZVPD.

Electronic energy ... -8337.2390 eV
Spin multiplicity ... 1
Frontier orbital gap ... 10.902 eV
Relative energy (zero: lowest compared OMol25 entry of this formula, charge and spin) ... 310.89 kJ/mol

Element x y z (Å)
C1 -1.07 0.41 -1.24
O1 -1.50 -0.59 -0.33
C2 -0.29 0.07 -0.04
C3 1.04 -0.65 -0.16
O2 1.41 -0.32 1.19
C4 0.19 0.40 1.43
H1 -1.70 1.29 -1.38
H2 -0.72 -0.02 -2.20
H3 1.72 -0.17 -0.87
H4 0.93 -1.72 -0.39
H5 -0.41 -0.12 2.19
H6 0.40 1.42 1.80


(8)
Computed, not measured: the molecule C12H15NOS, with wB97M-V/def2-TZVPD.

Electronic energy ... -27060.1159 eV
Spin multiplicity ... 1
Frontier orbital gap ... 8.661 eV
Relative energy (zero: lowest compared OMol25 entry of this formula, charge and spin) ... 48.22 kJ/mol

Element x y z (Å)
O1 1.09 2.62 0.86
C1 0.71 1.65 0.23
N1 1.57 0.69 -0.19
C2 1.26 -0.43 -1.04
H1 1.88 -0.37 -1.94
C3 1.58 -1.74 -0.32
C4 3.04 -1.75 0.11
C5 3.34 -0.52 0.97
C6 2.96 0.75 0.20
H2 3.59 0.84 -0.70
H3 3.10 1.64 0.82
H4 2.75 -0.56 1.89
H5 4.39 -0.49 1.23
H6 3.68 -1.74 -0.77
H7 3.26 -2.66 0.68
H8 0.94 -1.84 0.56
H9 1.37 -2.59 -0.98
H10 0.21 -0.39 -1.34
C7 -0.73 1.49 -0.09
C8 -1.47 0.46 0.34
C9 -2.90 0.34 0.18
C10 -3.80 1.20 -0.40
C11 -5.12 0.72 -0.37
C12 -5.22 -0.51 0.22
S1 -3.70 -1.09 0.76
H11 -6.10 -1.10 0.37
H12 -5.96 1.25 -0.78
H13 -3.53 2.15 -0.82
H14 -1.01 -0.36 0.87
H15 -1.18 2.35 -0.56


(9)
Computed, not measured: a structure of composition C4H6AsF6KS2, with wB97M-V/def2-TZVPD.

Electronic energy ... -119391.1775 eV
Spin multiplicity ... 2
Frontier orbital gap (alpha / beta) ... 6.436 / 6.792 eV
Relative energy (zero: lowest compared OMol25 entry of this formula, charge and spin) ... 42.92 kJ/mol
<S²> ... 0.7622
Total charge ... -1

Element x y z (Å)
K1 -0.71 -0.05 -1.89
C1 4.08 0.08 0.57
C2 2.62 0.05 0.17
S1 2.30 0.11 -1.49
C3 1.64 -0.03 1.19
C4 2.09 -0.12 2.64
S2 -0.03 -0.03 0.95
H1 4.71 0.15 -0.31
H2 4.37 -0.82 1.13
H3 4.30 0.94 1.22
H4 3.17 -0.11 2.77
H5 1.69 -1.03 3.09
H6 1.67 0.72 3.21
F1 -2.80 -0.02 -1.89
As1 -4.60 0.02 -1.89
F2 -4.52 0.95 -3.34
F3 -4.52 1.47 -0.96
F4 -6.31 0.06 -1.90
F5 -4.58 -0.91 -0.45
F6 -4.57 -1.42 -2.82


(10)
Computed, not measured: the molecule C4H10BN, with wB97M-V/def2-TZVPD.

Electronic energy ... -6471.2463 eV
Spin multiplicity ... 1
Frontier orbital gap (alpha / beta) ... 7.937 / 6.659 eV
Relative energy (zero: lowest compared OMol25 entry of this formula, charge and spin) ... 567.28 kJ/mol

Element x y z (Å)
B1 1.33 -0.68 -1.08
C1 1.83 0.23 0.04
C2 0.90 0.08 1.24
C3 -0.58 0.36 0.75
C4 -2.09 -0.20 -0.98
N1 -1.13 -0.70 -0.07
H1 1.45 -1.38 -1.93
H2 2.80 0.14 0.39
H3 1.96 1.30 -0.35
H4 0.98 -1.05 1.60
H5 1.22 0.68 2.11
H6 -1.19 0.20 1.61
H7 -0.37 1.32 0.30
H8 -2.38 -1.02 -1.68
H9 -2.99 0.05 -0.34
H10 -1.74 0.69 -1.58


(11)
Computed, not measured: a cluster of 3 separate species, C3H12NO3 in total, with wB97M-V/def2-TZVPD.

Electronic energy ... -10932.6042 eV
Spin multiplicity ... 2
Frontier orbital gap (alpha / beta) ... 3.992 / 10.301 eV
Relative energy (zero: lowest compared OMol25 entry of this formula, charge and spin) ... 276.22 kJ/mol
<S²> ... 0.7513

Element x y z (Å)
C1 0.11 -0.18 -0.88
C2 1.51 -0.45 -1.40
C3 2.62 0.01 -0.43
O1 2.38 0.29 0.72
N1 -1.09 -0.96 -1.46
H1 -0.36 0.76 -0.95
H2 0.23 -0.47 0.26
H3 1.95 -0.12 -2.31
H4 1.55 -1.59 -1.50
H5 3.67 -0.28 -0.68
H6 -1.72 -0.95 -0.48
H7 -0.70 -2.01 -1.64
H8 -1.26 -0.45 -2.39
H9 -0.60 2.86 3.15
H10 0.54 1.81 3.00
O2 -0.35 1.91 3.10
H11 -3.50 -0.25 1.40
H12 -2.20 0.35 1.58
O3 -2.78 -0.29 0.89